# 1
Density functional theory data (ωB97M-V/def2-TZVPD) for a molecular structure, C17H28N5O7PdS.

The HOMO energy comes out at -10.83 eV. The calculation puts the energy relative to the best compared isomer or geometry (same formula, charge and spin) at 0.0 kJ/mol. The charge is +1. The calculated total energy is -1990.85574 Ha. Its HOMO-LUMO gap is 7.479 eV.

Element x y z (Å)
Pd  -0.385  0.685  -0.415
S  1.388  1.068  1.939
O  -0.959  -0.171  -2.146
O  -1.274  -2.564  2.372
O  0.040  1.575  1.350
O  2.018  -3.459  -6.487
O  0.109  -1.324  1.088
O  3.718  -2.481  -5.588
O  1.494  1.069  -1.094
N  -3.904  -0.927  -1.983
N  -5.571  0.606  -2.488
N  -3.364  1.044  -3.017
N  -2.164  0.172  0.441
N  2.532  -2.717  -5.677
C  -4.748  -1.799  -1.153
C  2.160  -1.180  -3.810
C  1.323  -0.518  -2.896
C  0.260  -2.247  -4.818
C  1.636  -2.032  -4.738
C  -2.233  -1.312  0.588
C  -0.576  -1.604  -3.943
C  -0.084  -0.736  -2.943
C  -4.284  0.233  -2.499
C  -4.803  -1.365  0.314
C  2.364  2.593  2.178
C  1.984  0.404  -2.015
C  0.959  0.648  3.632
C  0.176  1.718  4.371
C  1.591  3.860  1.853
C  -0.995  -1.795  1.458
C  -3.571  -1.780  1.126
H  -5.744  -1.840  -1.594
H  3.222  2.477  1.517
H  -0.173  1.319  5.321
H  1.249  3.851  0.819
H  -3.686  -1.466  2.165
H  -2.971  0.542  -0.050
H  -5.847  1.481  -2.898
H  3.230  -1.021  -3.788
H  -2.155  0.590  1.370
H  -2.911  -1.125  -2.049
H  -0.124  -2.921  -5.571
H  -4.346  -2.809  -1.237
H  3.056  0.544  -2.192
H  0.404  -0.286  3.526
H  -6.298  -0.063  -2.306
H  -0.693  2.030  3.793
H  1.911  0.407  4.110
H  -5.678  -1.821  0.780
H  -2.055  -1.732  -0.406
H  -1.644  -1.763  -4.004
H  -4.983  -0.285  0.350
H  -2.376  0.846  -2.827
H  0.721  3.978  2.495
H  -3.508  -2.869  1.164
H  2.727  2.582  3.205
H  2.245  4.720  1.994
H  0.788  2.595  4.584
H  -3.628  1.887  -3.495


# 2
Density functional theory data (ωB97M-V/def2-TZVPD) for a single C3H8N4 molecule in a non-equilibrium geometry.

The HOMO energy comes out at -8.98 eV. The calculation puts the energy relative to the best compared isomer or geometry (same formula, charge and spin) at 249.9 kJ/mol. The SMILES is [H]/N=C\NC/C=N\N. The calculated total energy is -338.05860 Ha. Its HOMO-LUMO gap is 9.717 eV.

Element x y z (Å)
N  1.177  -0.992  0.911
N  -1.544  -0.827  -0.735
N  1.824  -1.458  -0.199
N  -1.001  1.417  -0.161
C  -1.781  0.421  -0.669
C  0.393  1.239  0.026
C  0.529  0.117  1.013
H  -2.783  0.698  -0.832
H  0.916  0.888  -0.865
H  2.351  -0.727  -0.697
H  -0.575  -1.118  -0.510
H  0.820  2.208  0.461
H  -1.348  2.364  -0.434
H  2.525  -2.216  -0.014
H  0.053  0.268  1.953


# 3
Density functional theory data (ωB97M-V/def2-TZVPD) for a single C5H10O molecule in a non-equilibrium geometry.

The HOMO energy comes out at -9.80 eV. The calculation puts the energy relative to the best compared isomer or geometry (same formula, charge and spin) at 104.4 kJ/mol. The SMILES is CCCCC=O. The calculated total energy is -271.71283 Ha. Its HOMO-LUMO gap is 10.878 eV.

Element x y z (Å)
O  2.529  0.818  1.242
C  0.152  0.485  -0.351
C  -1.000  -0.408  0.241
C  -2.347  0.270  0.034
C  1.447  -0.353  -0.483
C  2.638  0.032  0.333
H  -0.115  0.903  -1.324
H  -1.045  -1.425  -0.190
H  -2.518  0.384  -1.040
H  -0.828  -0.571  1.323
H  1.728  -0.796  -1.451
H  0.299  1.290  0.381
H  3.592  -0.542  0.180
H  0.999  -1.081  0.170
H  -3.201  -0.272  0.452
H  -2.329  1.266  0.484


# 4
Density functional theory data (ωB97M-V/def2-TZVPD) for a single C3H5N3S molecule in a non-equilibrium geometry.

The HOMO energy (alpha / beta) comes out at -4.76 / -10.06 eV. Its multiplicity is 3. The calculation puts the energy relative to the best compared isomer or geometry (same formula, charge and spin) at 33.0 kJ/mol. The calculated total energy is -679.58205 Ha. Its expectation value of S² is 2.01. Its HOMO-LUMO gap (alpha / beta) is 5.528 / 8.187 eV.

Element x y z (Å)
S  1.264  0.377  1.838
N  -0.047  0.134  -0.380
N  -1.177  -0.883  1.438
N  1.082  0.682  -0.724
C  -0.208  -0.304  0.975
C  1.804  0.898  0.295
C  -0.914  -0.255  -1.353
H  -0.736  0.500  -2.106
H  2.713  1.433  0.218
H  -0.599  -1.162  -1.765
H  -1.238  -1.056  2.425
H  -1.945  -0.365  -0.861


# 5
Density functional theory data (ωB97M-V/def2-TZVPD) for a molecular structure, C2HCeO4 in a non-equilibrium geometry.

The HOMO energy (alpha / beta) comes out at -11.87 / -14.35 eV. Its multiplicity is 3. The charge is +1. The calculated total energy is -852.60749 Ha. Its expectation value of S² is 2.00. Its HOMO-LUMO gap (alpha / beta) is 6.548 / 8.909 eV.

Element x y z (Å)
Ce  -2.403  -0.032  1.046
O  -0.070  -0.306  2.007
O  2.015  -0.167  1.079
O  -0.180  0.566  -0.184
O  -0.685  -0.889  -1.751
C  0.859  -0.004  1.272
C  -0.020  0.068  -1.387
H  0.483  0.764  -2.082


# 6
Density functional theory data (ωB97M-V/def2-TZVPD) for 14 unconnected molecules or ions with the total composition F6H26O13P in a non-equilibrium geometry.

The HOMO energy comes out at -7.50 eV. The calculation puts the energy relative to the best compared isomer or geometry (same formula, charge and spin) at 64.6 kJ/mol. The charge is -1. The calculated total energy is -1934.62003 Ha. Its HOMO-LUMO gap is 9.622 eV.

Element x y z (Å)
P  17.540  -14.693  17.629
F  17.045  -15.940  18.554
F  18.061  -13.356  16.826
F  17.981  -15.659  16.439
F  18.967  -14.912  18.325
F  17.011  -13.707  18.826
F  16.076  -14.573  16.946
O  17.416  -18.923  18.964
O  18.442  -10.137  17.681
O  17.489  -17.488  13.899
O  18.298  -15.374  21.366
O  16.365  -13.126  21.724
O  17.459  -10.816  20.482
O  15.015  -17.665  19.403
O  15.964  -17.790  16.443
O  19.947  -14.942  14.216
O  16.529  -13.302  14.363
O  20.587  -12.361  17.721
O  15.491  -11.650  17.379
O  19.262  -18.386  16.338
H  19.074  -10.867  17.724
H  16.324  -13.818  15.152
H  16.180  -18.506  17.042
H  17.154  -11.708  20.724
H  16.990  -16.937  13.286
H  19.837  -15.551  14.951
H  18.119  -10.049  18.587
H  19.768  -12.792  17.420
H  17.671  -19.538  18.263
H  17.858  -19.253  19.752
H  15.167  -16.841  19.873
H  20.930  -12.957  18.393
H  16.857  -17.713  14.600
H  17.891  -10.488  21.275
H  18.412  -16.293  21.103
H  18.633  -17.653  16.349
H  16.010  -16.990  16.989
H  16.960  -12.509  14.702
H  19.983  -18.077  15.782
H  18.195  -14.899  20.533
H  16.150  -12.361  17.396
H  15.117  -11.653  18.265
H  19.057  -14.855  13.851
H  15.905  -17.983  19.169
H  15.850  -13.579  22.397
H  16.391  -13.745  20.981


# 7
Density functional theory data (ωB97M-V/def2-TZVPD) for 2 unconnected molecules or ions with the total composition H6N3OP in a non-equilibrium geometry.

The HOMO energy (alpha / beta) comes out at -7.85 / -9.14 eV. The calculation puts the energy relative to the best compared isomer or geometry (same formula, charge and spin) at 382.2 kJ/mol. The calculated total energy is -584.38746 Ha. Its HOMO-LUMO gap (alpha / beta) is 7.517 / 8.773 eV.

Element x y z (Å)
P  -0.508  -0.113  0.494
O  -1.710  -0.191  -0.555
N  -0.787  -1.195  1.586
N  -0.298  1.573  0.481
N  1.718  0.022  -1.106
H  -0.046  -1.632  2.068
H  1.234  -0.477  -1.852
H  2.426  -0.678  -0.961
H  -2.161  -1.092  -0.466
H  -0.490  1.906  -0.446
H  0.623  1.878  0.757


# 8
Density functional theory data (ωB97M-V/def2-TZVPD) for a molecular structure, C36H24Cl4CrN6O6.

The HOMO energy (alpha / beta) comes out at -1.62 / -2.61 eV. Its multiplicity is 5. The calculation puts the energy relative to the best compared isomer or geometry (same formula, charge and spin) at 32.2 kJ/mol. The charge is -2. The calculated total energy is -5051.77581 Ha. Its expectation value of S² is 6.04. Its HOMO-LUMO gap (alpha / beta) is 5.540 / 6.353 eV.

Element x y z (Å)
Cr  -1.636  0.234  0.005
Cl  -4.001  -2.867  5.521
Cl  -5.410  1.648  2.816
Cl  -1.754  -3.390  3.344
Cl  -5.840  -0.331  5.253
O  -0.296  -2.453  -1.596
O  -0.465  7.911  -0.591
O  -3.202  0.794  1.019
O  -1.684  -1.309  1.237
O  -2.345  8.199  -1.707
O  -0.038  -0.262  -1.108
N  2.060  0.483  5.089
N  -2.824  -0.804  -1.321
N  1.412  1.394  2.891
N  -0.373  1.195  1.251
N  -2.037  1.741  -1.421
N  2.400  -2.842  -0.520
C  4.272  -1.188  -3.238
C  -1.924  3.111  -1.347
C  -1.402  7.391  -1.137
C  3.499  -0.467  0.809
C  -3.869  -2.751  -2.193
C  -3.782  -1.755  4.201
C  0.303  -1.381  -1.633
C  4.857  -3.385  2.825
C  3.240  -2.981  0.610
C  -2.779  -1.993  3.245
C  -4.092  -2.088  -3.406
C  3.442  -4.267  1.109
C  3.818  -1.874  1.245
C  -3.054  -0.131  -2.483
C  -0.769  5.077  -0.528
C  5.283  -0.931  3.075
C  -3.209  -2.068  -1.190
C  2.699  -2.047  -1.623
C  -3.418  0.022  2.060
C  1.694  0.865  4.054
C  -2.583  -1.128  2.179
C  -4.404  0.244  3.008
C  -0.912  3.709  -0.571
C  4.653  -2.094  2.351
C  3.250  -0.523  -3.903
C  1.674  -1.345  -2.269
C  -1.630  5.928  -1.229
C  4.002  -1.950  -2.110
C  -2.803  3.972  -2.038
C  -2.643  1.214  -2.503
C  4.237  -4.469  2.221
C  -3.685  -0.789  -3.561
C  0.447  1.206  2.082
C  -4.590  -0.641  4.085
C  1.955  -0.601  -3.402
C  -2.650  5.343  -1.976
H  3.462  0.069  -4.784
H  1.428  -3.095  -0.409
H  -4.579  -2.603  -4.227
H  2.966  -5.097  0.601
H  4.527  -0.336  3.593
H  5.291  -1.121  -3.603
H  2.514  -0.408  0.346
H  -3.369  5.939  -2.533
H  4.797  -2.474  -1.593
H  -0.240  3.069  -0.020
H  4.380  -5.469  2.613
H  5.813  -0.267  2.387
H  1.151  -0.048  -3.874
H  -3.836  -0.253  -4.490
H  -4.165  -3.779  -2.041
H  -3.063  7.653  -2.042
H  5.483  -3.533  3.698
H  -2.947  -2.533  -0.248
H  4.223  -0.090  0.081
H  3.492  0.206  1.664
H  5.990  -1.289  3.824
H  -2.800  1.806  -3.398
H  -3.636  3.556  -2.587
H  0.025  5.522  0.058